1.
The following is a quantum chemistry calculation of a molecular structure, C21H33BN8SbTi, from the OMol25 dataset.

Lowest unoccupied orbital energy (spin up / spin down) (eV): -13.45 / -14.60
<S²>: 0.861

ORCA input file:
```
! wB97M-V def2-TZVPD RIJCOSX def2/J DEFGRID3
* xyz 4 2
Ti -0.146 0.050 -0.137
C -1.768 -3.228 -2.088
C -1.411 -2.631 -0.917
N -0.770 -1.444 -1.178
N -0.736 -1.304 -2.558
C -1.328 -2.356 -3.104
B -0.086 0.015 -3.120
N 1.351 0.111 -2.455
C 2.543 0.050 -3.030
C 3.543 0.147 -2.051
C 2.873 0.254 -0.865
N 1.523 0.229 -1.092
N -0.946 1.207 -2.495
C -1.695 2.097 -3.130
C -2.352 2.914 -2.195
C -1.958 2.450 -0.973
N -1.095 1.398 -1.134
N -0.010 0.126 -4.577
C 0.535 1.137 -5.337
C 0.274 0.856 -6.644
C -0.453 -0.359 -6.612
N -0.625 -0.792 -5.387
H -2.280 -4.166 -2.224
H -1.562 -2.968 0.097
H -1.399 -2.416 -4.181
H 2.634 -0.057 -4.101
H 4.608 0.141 -2.210
H 3.262 0.359 0.135
H -1.735 2.113 -4.210
H -3.024 3.729 -2.406
H -2.230 2.798 0.011
H 1.059 1.969 -4.893
H 0.557 1.429 -7.510
H -0.845 -0.923 -7.444
C 0.232 1.799 6.101
C 0.443 2.371 4.790
C 1.680 3.007 4.392
Sb 0.208 -0.115 2.820
C 1.673 -2.138 4.131
C 2.947 -2.215 3.414
C 1.613 -1.812 5.555
C -1.869 -0.762 2.971
C -2.450 -0.534 4.362
C -2.694 -0.076 1.885
H -0.037 2.710 6.687
H 1.123 1.387 6.571
H -0.642 1.155 6.185
H -0.454 2.638 4.229
H 2.579 2.532 4.782
H 1.604 3.987 4.918
H 1.751 3.246 3.333
H 0.864 -2.764 3.752
H 3.651 -1.427 3.675
H 2.850 -2.340 2.338
H 3.388 -3.159 3.792
H 2.335 -1.060 5.867
H 1.928 -2.760 6.038
H 0.611 -1.618 5.933
H -1.818 -1.837 2.769
H -2.515 0.529 4.604
H -1.884 -1.045 5.141
H -3.467 -0.930 4.401
H -2.745 1.007 2.026
H -3.723 -0.444 1.901
H -2.349 -0.282 0.854
*
```


2.
The following is a quantum chemistry calculation of a single C2H3N3O molecule, from the OMol25 dataset.

Lowest unoccupied orbital energy (spin up / spin down) (eV): -1.99 / -1.23

ORCA input file:
```
! wB97M-V def2-TZVPD RIJCOSX def2/J DEFGRID3
* xyz 0 1
C 0.214 0.750 -1.111
C 0.045 -0.100 0.165
N 1.142 -0.032 0.692
O 0.057 -1.335 2.252
N -1.014 -1.355 1.656
N -1.175 -0.752 0.541
H 0.068 0.065 -1.942
H -0.534 1.532 -1.024
H 1.197 1.228 -1.230
*
```


3.
The following is a quantum chemistry calculation of a single C5H14N2O molecule, from the OMol25 dataset.

Lowest unoccupied orbital energy (eV): 1.06
Structure (SMILES): NCCCCNCO

ORCA input file:
```
! wB97M-V def2-TZVPD RIJCOSX def2/J DEFGRID3
* xyz 0 1
N 2.364 -2.303 1.330
C 0.926 -2.189 1.702
C 0.461 -0.760 1.487
C -0.321 -0.646 0.093
C -0.019 0.621 -0.742
N -1.166 1.092 -1.606
C -1.071 2.533 -1.817
O -2.415 3.023 -1.987
H 3.065 -1.928 1.867
H 2.511 -3.271 1.266
H 0.329 -2.943 1.154
H 0.575 -2.404 2.859
H -0.208 -0.326 2.257
H 1.319 -0.071 1.610
H -1.332 -0.544 0.360
H -0.188 -1.605 -0.393
H 0.844 0.534 -1.459
H 0.248 1.379 -0.023
H -2.174 0.867 -1.257
H -0.424 2.803 -2.645
H -0.565 3.206 -1.146
H -2.760 2.929 -2.907
*
```


4.
The following is a quantum chemistry calculation of a molecular structure, C36H58ClGePRuSe, from the OMol25 dataset.

Lowest unoccupied orbital energy (spin up / spin down) (eV): -4.82 / -8.58
<S²>: 6.018

ORCA input file:
```
! wB97M-V def2-TZVPD RIJCOSX def2/J DEFGRID3
* xyz 2 5
Ru -0.253 0.935 -0.754
C -0.195 2.487 0.911
C -1.145 1.530 1.445
C -2.250 1.503 0.522
C -1.922 2.437 -0.531
C -0.738 3.153 -0.211
C -0.160 4.308 -0.984
C 1.121 4.815 -0.320
C 0.140 3.821 -2.412
C -1.170 5.460 -1.030
C -3.654 0.916 0.603
C -4.373 1.567 1.795
C -4.495 1.256 -0.639
C -3.668 -0.615 0.712
C -0.841 1.004 2.843
C -1.654 -0.186 3.354
C -1.060 2.174 3.820
C 0.637 0.567 2.890
H 0.675 2.835 1.447
H -2.610 2.739 -1.306
H 1.880 4.039 -0.274
H 0.913 5.170 0.686
H 1.525 5.649 -0.887
H 0.711 2.881 -2.377
H 0.735 4.561 -2.941
H -0.777 3.662 -2.974
H -1.425 5.784 -0.023
H -2.082 5.174 -1.545
H -0.730 6.302 -1.557
H -4.392 2.647 1.681
H -3.901 1.339 2.741
H -5.397 1.211 1.829
H -4.644 2.327 -0.751
H -5.476 0.804 -0.518
H -4.066 0.853 -1.554
H -3.083 -0.978 1.546
H -3.275 -1.062 -0.203
H -4.693 -0.954 0.844
H -2.713 0.036 3.423
H -1.315 -0.436 4.359
H -1.498 -1.058 2.716
H -2.087 2.521 3.777
H -0.407 3.014 3.604
H -0.856 1.840 4.833
H 0.848 -0.135 2.075
H 0.839 0.075 3.838
H 1.326 1.403 2.815
C 2.014 0.092 -3.285
P 1.944 0.352 -1.467
C 3.037 -0.979 -0.850
C 4.321 -1.072 -1.388
C 5.197 -2.032 -0.922
C 4.814 -2.896 0.091
C 3.551 -2.792 0.648
C 2.668 -1.834 0.180
C 3.060 1.763 -1.180
C 3.486 2.620 -2.190
C 4.352 3.658 -1.885
C 4.799 3.840 -0.586
C 4.384 2.980 0.420
C 3.513 1.950 0.127
H 3.056 0.047 -3.599
H 1.513 0.906 -3.814
H 1.528 -0.852 -3.533
H 4.655 -0.380 -2.150
H 6.193 -2.087 -1.331
H 5.506 -3.634 0.458
H 3.271 -3.440 1.465
H 1.680 -1.732 0.627
H 3.149 2.494 -3.208
H 4.680 4.321 -2.671
H 5.472 4.650 -0.355
H 4.733 3.119 1.431
H 3.174 1.279 0.907
Cl -0.834 -1.577 -2.094
C -1.216 0.102 -2.420
H -2.306 0.195 -2.425
H -0.818 0.368 -3.406
C -2.473 -5.219 -2.192
Ge -1.415 -5.734 -0.603
C -0.052 -7.146 -0.901
C -2.557 -5.859 1.013
C -0.029 -4.176 -0.312
Se -0.722 -2.758 0.716
C -0.289 -3.453 2.489
H -3.237 -5.974 -2.366
H -1.847 -5.162 -3.079
H -2.975 -4.265 -2.052
H -0.525 -8.092 -1.142
H 0.567 -7.287 -0.019
H 0.586 -6.856 -1.733
H -3.306 -6.629 0.845
H -3.078 -4.918 1.187
H -2.000 -6.127 1.906
H 0.236 -3.817 -1.299
H 0.839 -4.607 0.176
H -1.207 -3.645 3.036
H 0.289 -2.703 3.028
H 0.281 -4.372 2.393
*
```


5.
The following is a quantum chemistry calculation of a molecular structure, C44H69BiClFN2O3Se, from the OMol25 dataset.

Lowest unoccupied orbital energy (eV): 4.07

ORCA input file:
```
! wB97M-V def2-TZVPD RIJCOSX def2/J DEFGRID3
* xyz -2 1
Bi -1.388 -0.987 1.646
C -3.220 -2.964 -0.360
N -3.710 -1.640 -0.020
C -4.845 -1.717 0.876
C -4.005 -0.840 -1.193
C -2.785 -0.563 -2.052
N -1.690 0.060 -1.346
C -0.458 0.032 -2.142
C -0.091 -1.371 -2.540
C -0.116 -1.738 -3.868
C 0.132 -3.048 -4.292
C 0.349 -3.979 -3.283
C 0.376 -3.675 -1.922
C 0.266 -2.307 -1.514
O 0.458 -1.910 -0.315
C 0.590 -4.851 -0.948
C -0.400 -5.978 -1.292
C 0.375 -4.532 0.538
C 2.021 -5.385 -1.109
C 0.158 -3.383 -5.780
C 1.252 -2.559 -6.476
C 0.450 -4.863 -6.036
C -1.195 -3.050 -6.424
C -2.091 1.393 -0.894
C -0.987 2.360 -0.581
C -0.625 3.300 -1.536
C 0.378 4.230 -1.311
C 0.948 4.220 -0.039
C 0.597 3.337 0.972
C -0.342 2.302 0.677
O -0.590 1.334 1.511
C 1.289 3.517 2.333
C 0.677 2.707 3.478
C 2.768 3.121 2.204
C 1.203 4.993 2.761
C 0.845 5.244 -2.353
C 2.359 5.111 -2.566
C 0.532 6.669 -1.874
C 0.161 5.034 -3.704
H -3.966 -3.529 -0.949
H -2.299 -2.892 -0.941
H -2.995 -3.503 0.559
H -5.702 -2.244 0.412
H -4.551 -2.243 1.782
H -5.168 -0.713 1.152
H -4.736 -1.358 -1.849
H -4.482 0.086 -0.863
H -2.429 -1.501 -2.477
H -3.114 0.062 -2.911
H -0.578 0.635 -3.063
H 0.339 0.491 -1.554
H -0.367 -0.970 -4.598
H 0.502 -5.014 -3.564
H -1.426 -5.615 -1.208
H -0.262 -6.367 -2.302
H -0.274 -6.809 -0.592
H -0.616 -4.119 0.729
H 0.468 -5.466 1.105
H 1.096 -3.814 0.915
H 2.220 -5.694 -2.138
H 2.739 -4.608 -0.842
H 2.185 -6.245 -0.451
H 2.220 -2.742 -6.006
H 1.321 -2.819 -7.538
H 1.045 -1.490 -6.399
H 1.414 -5.156 -5.618
H -0.319 -5.502 -5.599
H 0.475 -5.052 -7.114
H -1.454 -2.001 -6.272
H -1.174 -3.243 -7.502
H -1.986 -3.655 -5.978
H -2.729 1.863 -1.668
H -2.718 1.271 -0.004
H -1.144 3.267 -2.487
H 1.713 4.958 0.181
H 0.772 1.640 3.324
H 1.197 2.968 4.406
H -0.385 2.925 3.599
H 2.861 2.087 1.869
H 3.289 3.753 1.480
H 3.271 3.215 3.172
H 0.158 5.306 2.829
H 1.663 5.118 3.745
H 1.710 5.665 2.067
H 2.909 5.283 -1.640
H 2.606 4.106 -2.914
H 2.709 5.835 -3.309
H 1.056 6.892 -0.943
H 0.834 7.409 -2.622
H -0.538 6.780 -1.687
H 0.342 4.028 -4.086
H -0.919 5.182 -3.635
H 0.552 5.752 -4.431
O 2.094 0.204 0.294
H 1.443 0.639 0.865
H 1.602 -0.600 0.020
F -2.412 -2.687 2.460
Cl -3.996 -0.295 4.020
C -2.610 0.385 3.077
H -1.913 0.807 3.805
H -3.003 1.200 2.473
C 2.421 2.514 7.553
C 1.960 1.475 6.564
C 2.795 1.025 5.550
C 2.382 0.078 4.618
C 3.342 -0.355 3.545
C 1.080 -0.445 4.708
Se 0.509 -1.761 3.441
C 0.230 -0.018 5.732
C -1.174 -0.545 5.890
C 0.685 0.935 6.640
H 3.434 2.848 7.323
H 2.421 2.120 8.572
H 1.769 3.390 7.541
H 3.799 1.434 5.466
H 4.278 0.200 3.633
H 2.937 -0.217 2.543
H 3.555 -1.422 3.629
H -1.365 -1.393 5.236
H -1.913 0.225 5.654
H -1.342 -0.851 6.927
H 0.010 1.269 7.425
*
```


6.
The following is a quantum chemistry calculation of a molecular structure, C20H30F6IrN2O4S2, from the OMol25 dataset.

Lowest unoccupied orbital energy (eV): -3.73

ORCA input file:
```
! wB97M-V def2-TZVPD RIJCOSX def2/J DEFGRID3
* xyz 1 1
Ir -0.333 -0.483 -0.649
C -1.380 -0.901 1.164
C -1.014 0.485 1.151
C 0.465 0.528 1.194
C 0.889 -0.830 1.122
C -0.219 -1.738 1.084
C -0.140 -3.243 1.166
C -1.495 -3.879 0.866
C 0.912 -3.769 0.185
C 0.275 -3.582 2.606
C 1.481 1.634 1.509
C 1.678 2.645 0.379
C 2.859 1.006 1.780
C 1.051 2.322 2.813
C -2.110 1.551 1.202
C -2.522 1.702 2.676
C -1.704 2.902 0.612
C -3.339 1.088 0.402
H -2.395 -1.262 1.148
H 1.918 -1.139 1.033
H -1.850 -3.637 -0.138
H -2.257 -3.580 1.588
H -1.401 -4.964 0.926
H 0.638 -3.549 -0.849
H 1.007 -4.850 0.290
H 1.895 -3.334 0.371
H -0.448 -3.196 3.327
H 1.254 -3.164 2.844
H 0.332 -4.663 2.730
H 2.158 2.168 -0.478
H 2.350 3.432 0.725
H 0.764 3.113 0.038
H 3.263 0.502 0.902
H 2.834 0.313 2.624
H 3.552 1.807 2.034
H 0.152 2.921 2.702
H 1.850 2.989 3.136
H 0.885 1.592 3.609
H -1.686 1.990 3.311
H -2.939 0.769 3.061
H -3.289 2.473 2.758
H -0.946 3.416 1.193
H -2.585 3.544 0.592
H -1.353 2.798 -0.415
H -3.763 0.148 0.753
H -3.106 1.001 -0.661
H -4.120 1.841 0.510
F 3.955 -0.372 -4.427
C 2.963 -1.091 -3.940
F 3.417 -2.249 -3.485
F 2.050 -1.302 -4.876
S 2.209 -0.189 -2.517
O 3.214 0.011 -1.527
O 1.103 -1.116 -2.131
N 1.682 1.094 -3.222
S 0.366 1.882 -2.920
O -0.630 1.051 -2.206
O 0.555 3.211 -2.466
C -0.363 1.998 -4.610
F -1.526 2.629 -4.525
F -0.557 0.775 -5.093
F 0.459 2.666 -5.394
N -2.354 -1.994 -2.557
C -1.628 -1.447 -1.853
H -2.983 -2.470 -3.174
*
```


Number 1: electronic energy -64520.0744 eV, strongest force on any atom 1.07 eV/Å. Number 2: electronic energy -8635.2725 eV, strongest force on any atom 2.96 eV/Å. Number 3: electronic energy -10437.6273 eV, strongest force on any atom 4.11 eV/Å. Number 4: electronic energy -184512.8257 eV, strongest force on any atom 1.30 eV/Å. Number 5: electronic energy -142301.2227 eV, strongest force on any atom 0.66 eV/Å. Number 6: electronic energy -73204.8004 eV, strongest force on any atom 0.55 eV/Å.